1.
ORCA calculation (wB97M-V/def2-TZVPD) on C16H34BaN2O16 as an isolated structure in a non-equilibrium geometry.

Geometry as XYZ:
```
69
Properties=species:S:1:pos:R:3:forces:R:3:lowdin_charge:R:1
H -2.48776 0.18729 1.69220 0.080 0.315 -0.405 0.11
Ba 0.63576 1.04910 0.72660 0.312 2.397 2.174 2.03
H 0.13423 2.20407 -3.68086 0.094 -0.297 0.091 0.10
C -2.55134 3.27907 -0.63326 1.164 0.535 0.588 -0.78
H 2.35908 -3.40279 -0.57879 -0.237 0.509 -0.651 0.13
H -6.55935 -1.04955 -1.08254 0.304 -0.256 0.144 0.08
C -2.08942 -1.03303 -1.43022 -0.250 0.445 -0.591 -0.20
H -1.84171 0.78234 -0.42182 -0.511 -0.019 -0.247 0.05
H 4.83038 -1.79855 0.05750 0.220 -0.279 0.205 0.14
C 0.56319 -2.18379 2.54209 0.057 -0.208 0.452 -0.13
H -5.84549 -1.23892 -2.68684 -0.009 0.204 -0.151 0.08
O 2.34295 0.89979 2.94080 -0.106 -0.570 -0.253 -0.23
N -1.82111 -0.22979 -0.26954 0.409 -0.642 0.779 -0.11
H -4.26414 3.02379 -1.30702 -0.036 0.047 0.004 0.09
H 0.53677 -1.61160 -1.76162 0.058 -0.118 0.721 0.10
C 0.74979 2.27905 -2.76749 -0.507 0.279 -0.782 -0.08
H 0.14408 -2.36314 3.54048 0.172 0.084 0.091 0.10
H -3.40690 0.28665 -2.35164 -0.299 -0.184 -0.314 0.11
C 1.56075 -1.25278 -1.84501 0.699 0.076 -1.011 -0.20
C -2.00174 2.53620 3.41552 0.860 0.705 -0.682 -0.80
N 2.36219 -1.21122 -0.61174 0.213 -0.070 -0.283 -0.07
H -3.20722 2.65598 4.73086 -0.396 -0.095 0.268 0.07
H -3.63758 -1.40640 -2.95508 0.088 -0.047 -0.005 0.11
H 0.58673 -3.16073 2.03533 0.056 0.068 -0.148 0.08
O -2.23075 3.74855 3.33325 -0.147 -0.289 0.135 -0.01
O 1.62107 3.53408 1.18260 -0.873 0.000 -0.523 -0.27
C -1.58237 -1.68568 1.76823 0.288 0.467 -0.229 -0.20
H -1.96311 -1.72669 2.79569 -0.229 -0.213 -0.115 0.13
H -5.94080 0.37427 -1.82916 0.156 -0.064 -0.517 0.09
H -3.39505 -1.08853 0.88458 -0.046 0.143 -0.080 0.11
H 0.27111 3.05142 -2.17029 0.347 0.011 0.290 0.09
O 4.67433 -2.47920 -1.81653 0.155 -0.441 -0.077 -0.20
O -3.46836 2.48102 -1.31117 -0.345 -0.555 -0.295 0.02
C 1.31269 4.76187 1.44805 1.342 -0.769 -0.087 -0.81
H 4.75126 -3.58764 -0.01913 0.088 -0.065 -0.101 0.12
C 5.01663 -3.66754 -2.48273 0.547 -0.175 0.059 -0.13
O 2.76833 0.27861 5.03943 0.072 0.000 -0.089 0.00
O -0.22352 -1.26072 1.85636 -0.450 -0.440 -0.504 -0.36
H 2.75930 -2.72377 0.88845 -0.116 0.692 0.043 0.10
C 2.87324 -2.51183 -0.18440 -0.180 -1.720 0.912 -0.22
C 2.99483 1.20347 3.99488 0.020 0.144 -0.838 -0.80
O -2.79490 1.86540 4.36706 0.126 -0.239 0.005 -0.01
C 4.36220 -2.65823 -0.43636 -0.231 1.139 -0.120 -0.20
H 2.08872 -1.92243 -2.54462 -0.329 -0.111 -0.085 0.12
H -1.63441 -2.68107 1.29903 0.141 -0.013 0.074 0.12
H 4.23272 -4.43279 -2.44280 -0.149 0.154 -0.155 0.09
O 3.77666 2.11040 4.19245 0.171 -0.094 0.386 0.02
H -1.34473 -0.69290 -2.15956 -0.198 -0.233 -0.353 0.10
O -4.51155 -0.92597 -1.14221 0.057 -0.864 0.164 -0.19
O 0.05645 5.17132 1.12679 -0.222 0.043 -0.203 0.05
O 0.73107 1.07274 -2.03834 0.392 -0.533 0.380 -0.35
C 1.51722 0.06456 -2.62180 -0.133 -0.273 -0.766 -0.24
H 5.92748 -4.12867 -2.06543 -0.133 0.136 0.169 0.08
O -1.15799 1.84003 2.80111 -0.370 -0.706 -0.170 -0.15
H -0.43262 4.41643 0.76150 -0.060 0.037 0.201 0.06
H 1.56398 -1.76259 2.62309 0.029 -0.009 0.094 0.07
H -1.92361 -2.10867 -1.29706 0.037 0.086 0.503 0.12
C -2.39788 -0.64973 0.99334 -0.274 -0.201 0.793 -0.19
H 2.17333 -0.31219 4.56710 -0.256 -0.192 0.297 0.05
H 1.76854 2.50727 -3.09395 0.027 0.276 0.310 0.09
O -2.91783 4.39870 -0.31604 -0.427 0.231 -0.207 0.03
H 3.24022 -0.79998 -0.92322 -0.347 0.818 0.098 0.10
O -1.42135 2.73923 -0.44802 -0.140 -0.736 -0.335 -0.16
O 2.08425 5.59690 1.92478 -0.376 0.172 -0.108 -0.04
H 5.27744 -3.40854 -3.50828 -0.340 -0.030 -0.079 0.08
H 2.52861 0.41795 -2.87847 0.061 0.130 0.473 0.13
C -5.75098 -0.70438 -1.73505 -0.669 0.461 0.374 -0.13
H 1.08990 -0.17823 -3.61058 -0.100 -0.095 0.084 0.13
C -3.46190 -0.77732 -2.07048 0.651 1.035 0.196 -0.22
```
Positions in Å, forces in eV/Å.

Output
E_LUMO ... 0.1190 Ha
Net charge ... -2
Relative energy (zero: lowest compared OMol25 entry of this formula, charge and spin) ... 0.00 kJ/mol
Gap between HOMO and LUMO ... 4.85 eV

---

2.
ORCA calculation (wB97M-V/def2-TZVPD) on C30H31N8OPdS as an isolated structure.

Geometry as XYZ:
```
72
Properties=species:S:1:pos:R:3:forces:R:3:lowdin_charge:R:1
C -2.78188 5.30470 2.52087 -0.067 0.033 -0.007 0.03
C -0.89810 -3.04851 -0.43421 -0.041 0.026 0.075 -0.17
S -0.00351 2.41894 2.17928 -0.339 0.287 -0.027 1.18
C -2.97392 1.36374 -0.22596 -0.370 -0.097 -0.330 -0.21
H -0.66646 -0.35482 -4.75537 0.016 -0.003 -0.058 0.09
H -2.69878 7.06722 3.71296 0.031 0.013 0.002 0.14
C -2.11718 4.14681 2.12989 0.039 0.135 0.157 -0.19
H 2.31693 -2.47520 4.39846 -0.020 -0.025 -0.011 0.12
C -2.17296 6.17433 3.40239 -0.097 -0.081 -0.094 0.02
C -2.47449 -3.63291 0.98738 -0.054 0.128 0.086 -0.05
H -0.41912 6.60367 4.58153 -0.011 -0.001 0.000 0.14
C 2.50076 1.09932 -0.24625 -0.120 0.313 -0.364 -0.23
N -1.02004 1.65184 1.12994 -0.291 0.312 0.184 -0.28
C 1.24361 -1.34759 2.20180 0.158 -0.388 0.346 -0.15
C -0.21501 4.76860 3.51534 0.107 0.176 0.176 -0.06
N 1.30933 1.47093 -0.87434 0.141 0.024 0.029 -0.02
H 2.21086 -2.38742 -5.78912 -0.021 -0.010 0.040 0.11
C 3.52801 -4.03532 3.57202 0.042 -0.034 -0.070 -0.05
N -2.71578 3.27151 1.23865 0.052 -0.044 -0.002 0.19
H -6.11156 0.63842 -1.23981 0.002 -0.003 0.017 0.14
H 4.69975 -5.45671 2.47581 -0.053 -0.041 -0.017 0.12
C -4.28800 -0.02450 -2.16389 -0.138 0.092 0.091 0.01
H -0.74708 -2.09597 -4.44055 0.030 -0.023 -0.033 0.10
N 1.35142 -0.48500 1.03984 0.359 0.567 -0.352 -0.03
C 1.64165 2.37300 -1.76482 -0.270 -0.048 0.089 -0.06
C 2.25183 -2.47891 2.24973 0.052 -0.014 -0.032 -0.23
H -0.14073 -3.12115 -1.19522 -0.011 -0.024 0.009 0.12
C -2.27485 -2.28816 1.05009 -0.037 0.026 0.029 -0.13
H 3.94913 -4.64152 0.27064 0.023 0.028 -0.003 0.11
H 4.63349 1.75438 -0.48817 -0.025 0.015 0.020 0.13
C 3.58947 -4.16348 1.17242 0.046 -0.073 -0.033 -0.06
C -2.18755 2.12640 0.77238 0.074 0.015 0.171 -0.28
C -2.90320 0.00236 -2.07488 0.104 0.020 -0.107 -0.08
H -4.77190 -0.58216 -2.95337 0.024 -0.002 -0.009 0.13
H -4.92392 1.87390 0.54827 -0.011 0.006 -0.027 0.13
H -0.09596 -1.50532 -5.98132 0.032 0.004 -0.011 0.10
C -0.88737 5.90993 3.89662 0.147 -0.107 0.000 0.01
C -5.03033 0.65809 -1.21557 0.032 -0.099 -0.147 0.01
H -3.14478 -4.28221 1.52324 0.012 0.000 -0.026 0.13
H 1.37594 -0.73006 3.09832 -0.052 0.016 -0.052 0.13
H 3.58324 3.34565 -2.38273 -0.008 -0.010 0.009 0.13
H 2.34517 -0.63474 -5.98417 -0.020 0.002 0.033 0.11
H 0.90590 2.83546 -2.40899 0.001 -0.012 -0.009 0.13
H 3.24789 -1.46173 -4.70082 -0.040 0.033 0.058 0.10
H 3.83634 -4.40373 4.54097 0.038 0.014 -0.011 0.12
H 0.23347 -1.75383 2.22989 -0.034 0.083 -0.058 0.10
H -2.77071 -1.56041 1.67040 0.001 -0.041 0.019 0.11
C 2.66509 -2.95430 3.49003 -0.036 0.091 -0.034 -0.03
N -2.25512 0.67932 -1.13251 -0.260 0.063 0.189 0.03
H 0.77783 4.56064 3.89500 -0.015 0.006 0.017 0.13
H 2.37278 -1.00894 -2.71626 0.015 -0.009 0.000 0.15
C -0.82708 3.87871 2.63528 0.038 -0.612 -0.294 -0.39
N 1.18340 -1.26269 -4.34972 -0.152 0.010 0.063 -0.16
H -2.28081 -0.53333 -2.78043 0.030 -0.039 0.042 0.11
C 3.59958 1.84155 -0.78416 0.023 -0.007 -0.035 0.02
C -0.16212 -1.30871 -4.91647 -0.098 0.024 0.133 -0.01
O 0.37729 -0.92386 -2.26594 -0.359 -0.203 -0.174 -0.14
H -1.49304 -5.05196 -0.24491 0.035 -0.010 -0.003 0.18
Pd -0.29038 0.01291 -0.32290 0.401 -0.324 -0.080 1.03
H 3.35969 -0.06924 1.37417 -0.001 -0.016 -0.035 0.16
C -4.36170 1.36754 -0.22704 0.191 0.108 0.133 0.02
C 3.99923 -4.63532 2.41165 0.022 0.042 0.058 -0.05
C 3.06876 2.64297 -1.74574 0.336 0.023 0.035 0.02
N -1.59522 -4.09136 0.04361 0.012 -0.029 -0.027 0.10
N -1.28479 -1.93365 0.15911 0.038 0.120 -0.165 -0.05
H 2.39452 -2.72698 0.11699 0.013 -0.033 -0.017 0.10
H -3.77222 5.51560 2.13447 0.008 0.009 0.018 0.14
H -3.61768 3.55385 0.87535 0.009 -0.014 -0.080 0.17
C 2.31174 -1.44391 -5.25470 0.197 -0.022 -0.146 -0.01
C 1.33283 -1.05451 -3.05942 0.166 0.023 0.080 -0.29
C 2.46270 0.12776 0.78665 0.043 -0.426 0.492 -0.06
C 2.71569 -3.08992 1.08828 -0.091 0.037 0.082 -0.06
```
Positions in Å, forces in eV/Å.

Output
E_LUMO (spin up / spin down) ... -0.3257 / -0.4037 Ha
Net charge ... +3
Relative energy (zero: lowest compared OMol25 entry of this formula, charge and spin) ... 20.32 kJ/mol
Multiplicity ... 5
Gap between HOMO and LUMO (spin up / spin down) ... 6.67 / 4.54 eV

---

3.
ORCA calculation (wB97M-V/def2-TZVPD) on C6H6O5Ru as an isolated structure in a non-equilibrium geometry.

Geometry as XYZ:
```
18
Properties=species:S:1:pos:R:3:forces:R:3:lowdin_charge:R:1
H -0.46546 -0.55846 3.52233 -0.083 0.508 -0.443 0.16
O -0.60686 2.88924 -1.40107 0.441 -3.018 -0.507 0.32
H -1.25566 0.24974 1.28393 -0.743 0.501 0.776 0.23
C -0.40726 1.75504 -1.40137 -1.696 9.359 0.853 -0.19
C -1.47896 -1.18826 -1.40097 -7.625 -6.628 1.002 -0.16
H 0.33364 1.00234 3.09123 0.589 -0.264 0.877 0.16
Ru -0.09386 -0.02586 -1.40167 -2.293 -0.196 -0.767 1.34
O 2.68724 -1.03896 -1.40327 -3.303 1.183 -0.426 0.35
H 1.24354 -0.55376 2.93083 0.896 0.110 -0.750 0.20
C -0.09446 -0.02546 -3.21257 0.684 0.247 -10.340 -0.16
O 0.65334 0.35844 0.48893 -0.356 1.792 4.558 -0.13
C -0.25316 -0.22036 1.39063 3.145 -2.832 0.740 -0.16
H 0.67494 1.33164 0.68543 0.834 -0.126 0.284 0.18
C 0.24834 -0.07206 2.82433 -2.548 1.155 0.998 0.13
O -2.36106 -1.92856 -1.40017 2.489 2.110 -0.352 0.35
H -0.33486 -1.30476 1.16703 -0.464 0.367 -0.421 0.17
O -0.09456 -0.02516 -4.36087 -0.210 -0.088 3.576 0.37
C 1.60514 -0.64476 -1.40267 10.241 -4.178 0.344 -0.17
```
Positions in Å, forces in eV/Å.

Output
E_LUMO (spin up / spin down) ... -0.4752 / -0.7288 Ha
Net charge ... +3
Relative energy (zero: lowest compared OMol25 entry of this formula, charge and spin) ... 351.43 kJ/mol
Multiplicity ... 6
Gap between HOMO and LUMO (spin up / spin down) ... 7.88 / 5.85 eV